[1]
A molecular structure, H22NeO11, computed with wB97M-V/def2-TZVPD.

CARTESIAN COORDINATES (ANGSTROEM)
Ne1 1.86834 -9.50663 -9.83363
O1 2.50969 -13.29365 -11.21525
H1 3.04890 -12.92594 -10.51506
H2 2.17575 -12.53058 -11.68689
O2 4.45705 -11.14004 -10.27179
H3 4.13566 -10.30951 -10.62273
H4 4.99980 -11.50248 -10.97200
O3 1.25465 -12.02790 -8.07969
H5 2.07323 -12.48582 -7.88873
H6 1.34220 -11.18452 -7.63554
O4 1.99284 -10.87284 -12.68576
H7 1.19991 -11.36036 -12.90893
H8 1.71419 -9.95730 -12.66641
O5 3.96713 -8.32370 -10.85041
H9 3.54575 -7.81786 -10.15558
H10 3.49052 -8.08344 -11.64498
O6 1.65035 -9.42504 -6.81212
H11 0.81249 -9.17408 -6.42322
H12 1.88808 -8.68370 -7.36902
O7 0.15831 -6.27916 -11.85761
H13 0.83240 -6.85912 -12.21185
H14 -0.66844 -6.70016 -12.09313
O8 2.68789 -7.29947 -8.38209
H15 1.98981 -6.68397 -8.60587
H16 3.23000 -6.82791 -7.74967
O9 -1.24140 -10.11792 -8.94998
H17 -0.47498 -10.66155 -9.13251
H18 -0.88657 -9.23825 -8.82152
O10 2.03223 -7.82721 -13.15042
H19 1.48122 -8.13314 -13.87085
H20 2.82234 -7.49531 -13.57681
O11 -0.50140 -13.28434 -10.04903
H21 0.05778 -12.93256 -9.35635
H22 -1.36769 -12.92061 -9.86607

Values from the calculation:
multiplicity	1
orbital gap	9.596	eV
E	-26388.85870	eV
energy above the lowest of the compared OMol25 structures with the same formula, charge and spin	25.30	kcal/mol

[2]
2 unconnected molecules or ions with the total composition C6H12O in a non-equilibrium geometry, computed with wB97M-V/def2-TZVPD.

CARTESIAN COORDINATES (ANGSTROEM)
C1 -0.50291 -2.03489 0.39463
C2 -0.28633 -0.75874 -0.35886
C3 -1.32164 -0.30392 -1.16453
C4 1.45358 0.88230 -1.03785
C5 0.95934 -0.11131 -0.21972
C6 1.83278 -0.54583 0.94669
H1 -0.72625 -1.86150 1.46314
H2 0.31995 -2.74735 0.42624
H3 -1.36329 -2.54800 -0.03292
H4 -1.24261 0.72548 -1.50024
H5 -2.15241 -0.89645 -1.53459
H6 2.49332 1.18873 -1.07861
H7 0.83670 1.30975 -1.81990
H8 1.30476 -0.40332 1.88614
H9 2.67790 0.15682 0.97074
H10 2.23057 -1.56226 0.90789
H11 -2.39906 3.90815 0.52238
H12 -2.21717 2.43091 0.34618
O1 -1.89723 3.17142 0.88319

Values from the calculation:
net charge	-1
multiplicity	2
<S²>	0.76
orbital gap (spin up / spin down)	3.818 / 6.322	eV
E	-8462.08475	eV
energy above the lowest of the compared OMol25 structures with the same formula, charge and spin	17.35	kcal/mol

[3]
8 unconnected molecules or ions with the total composition C4H20N2O7 in a non-equilibrium geometry, computed with wB97M-V/def2-TZVPD.

CARTESIAN COORDINATES (ANGSTROEM)
C1 -2.21177 -0.90468 2.41142
C2 -1.70209 0.15916 1.48068
C3 -0.87845 1.20204 1.85326
N1 -0.58888 1.83394 0.69101
C4 -1.25735 1.15513 -0.30615
N2 -1.85513 0.08542 0.12975
H1 -2.68157 -0.48016 3.23806
H2 -2.64089 -1.75360 1.97026
H3 -1.39274 -1.20792 3.03350
H4 -0.63380 1.48394 2.89678
H5 0.11226 2.55593 0.57407
H6 -1.22895 1.44040 -1.42180
O1 0.22588 -3.93080 0.95669
H7 -0.13678 -3.55094 0.16989
H8 -0.00399 -3.30972 1.69467
O2 1.38765 3.16496 -0.55269
H9 2.08156 2.44848 -0.48924
H10 1.50740 3.82227 0.16818
O3 -1.90096 -2.33682 -1.02450
H11 -1.72364 -1.33861 -0.92916
H12 -2.50189 -2.34800 -0.28281
O4 1.59408 1.53191 -3.54139
H13 0.75068 1.33396 -3.93440
H14 1.71519 0.97706 -2.77887
O5 1.97185 -1.08733 1.30401
H15 1.22129 -1.51620 0.86693
H16 2.53828 -1.78212 1.69942
O6 2.93632 1.57461 0.71680
H17 2.76665 0.61701 0.74424
H18 2.50912 1.80474 1.53861
O7 0.27874 -1.36657 -3.04930
H19 -0.17300 -0.51671 -2.76577
H20 -0.37191 -2.00487 -2.76257

Values from the calculation:
multiplicity	1
orbital gap	9.058	eV
E	-21784.72580	eV
energy above the lowest of the compared OMol25 structures with the same formula, charge and spin	39.87	kcal/mol